Formula: C23H20AsN5S4Se3TeW
Source: the OMol25 dataset
Level of theory: ωB97M-V/def2-TZVPD

Each line ends with the Mulliken charge.
Element x y z (Å)
W: 1.87269 0.14595 0.79067  0.724
C: -0.72451 4.38286 -2.75474  -0.693
C: -1.47119 3.21382 -2.68520  -0.650
C: -0.89861 2.04397 -2.21961  0.272
C: 0.44350 2.01189 -1.81829  -0.618
C: 1.19338 3.18087 -1.92622  -0.410
C: 0.60807 4.35633 -2.37818  -0.942
N: 0.98156 0.80596 -1.29706  1.366
C: 0.60981 -0.29483 -2.03681  0.170
C: 0.60936 -0.31484 -3.44226  -0.321
C: 0.23822 -1.45008 -4.12335  -0.622
C: -0.16993 -2.60323 -3.43701  -0.759
C: -0.15809 -2.61922 -2.06772  -0.611
C: 0.25330 -1.47679 -1.36199  0.046
N: 0.47266 -1.45903 -0.00349  1.220
N: 0.02854 -2.46389 0.62532  -1.270
C: 0.69454 -2.82054 1.75930  0.233
C: 0.08731 -3.67217 2.67936  -0.643
C: 0.83202 -4.11539 3.75363  -0.381
C: 2.16333 -3.74531 3.84461  -0.718
C: 2.69071 -2.89999 2.87411  -0.537
N: 1.97428 -2.40703 1.88108  0.388
H: -1.18009 5.30223 -3.09809  0.402
H: -2.51102 3.20885 -2.98840  0.459
H: -1.49427 1.14465 -2.14092  0.643
H: 2.24630 3.18348 -1.68372  0.118
H: 1.20817 5.25503 -2.44073  0.455
H: 0.94244 0.56894 -3.96962  0.502
H: 0.28634 -1.46128 -5.20454  0.443
H: -0.45451 -3.48821 -3.98902  0.406
H: -0.41111 -3.50275 -1.49906  0.525
H: -0.95572 -3.92307 2.54442  0.476
H: 0.38464 -4.74869 4.50717  0.422
H: 2.79183 -4.07528 4.65694  0.491
H: 3.73239 -2.60466 2.89931  0.525
Se: 2.10614 2.68744 1.01667  -0.076
Se: 4.25313 2.56521 0.05756  -0.198
Te: 4.11416 0.88293 -1.78626  0.093
Se: 3.41131 -1.28103 -0.69596  -0.218
S: 2.51443 2.36945 4.68334  -0.389
As: 2.51494 0.41759 3.94935  0.435
S: 3.87302 0.06650 2.16897  -0.098
S: 0.57762 -0.01212 2.82168  -0.415
S: 2.83813 -0.94869 5.50320  -0.436
N: -0.92988 1.70858 0.86365  -0.081
C: -2.21850 1.08365 0.67384  0.226
C: -3.21312 1.74108 -0.04464  -0.377
C: -4.44919 1.14572 -0.24299  -0.737
C: -4.71534 -0.10829 0.28260  -0.541
C: -3.73335 -0.76396 1.00811  -0.840
C: -2.49504 -0.17191 1.20581  -0.008
H: -0.91492 2.56283 0.31180  0.202
H: -0.85080 1.98794 1.83732  0.459
H: -3.01566 2.72981 -0.43923  0.556
H: -5.21395 1.67706 -0.79497  0.414
H: -5.68559 -0.56528 0.13924  0.391
H: -3.92499 -1.73953 1.43610  0.409
H: -1.75885 -0.69359 1.79489  0.118

Computed properties:
- ΔE to the lowest compared entry with this formula, charge and spin: 85.1 kcal per mole
- LUMO level (spin up / spin down): -0.1082 / -0.1088 hartree
- HOMO energy (spin up / spin down): -0.26873 / -0.26848 hartree



Formula: C7H10F2O2
Source: the OMol25 dataset
Level of theory: ωB97M-V/def2-TZVPD

Each line ends with the Mulliken charge.
Element x y z (Å)
C: 2.28258 -0.14752 0.77128  0.493
C: 2.81117 0.09900 -0.42325  0.226
C: -0.31527 -0.09271 -0.27883  0.659
C: -0.28784 1.72615 1.17194  -1.250
C: -1.71619 -2.19237 -0.11169  -1.043
C: -0.38422 1.38101 -0.31744  -0.313
C: -1.49027 -0.84595 -0.90128  -0.573
O: 2.45664 -0.16818 1.94191  -0.530
O: 0.65860 -0.69785 0.10824  -0.551
F: 4.18946 0.22163 -0.57787  -0.272
F: 2.30355 0.39169 -1.65121  -0.226
H: 0.34316 0.99993 1.62219  0.367
H: -1.32105 1.67555 1.61613  0.301
H: 0.04853 2.65967 1.20992  0.419
H: -1.87988 -1.89716 0.88331  0.347
H: -0.75605 -2.76256 -0.22080  0.250
H: -2.54453 -2.54046 -0.81852  0.340
H: 0.53669 1.80904 -0.74461  0.246
H: -1.30166 1.81222 -0.67948  0.371
H: -2.44984 -0.28356 -0.78488  0.357
H: -1.18357 -1.14757 -1.81505  0.382

Computed properties:
- ΔE to the lowest compared entry with this formula, charge and spin: 7.5 kcal per mole
- LUMO level: 0.0052 hartree
- HOMO energy: -0.29605 hartree



Formula: C6H12O
Source: the OMol25 dataset
Level of theory: ωB97M-V/def2-TZVPD

Each line ends with the Mulliken charge.
Element x y z (Å)
C: 0.40592 -0.29325 1.59248  -0.252
C: 1.30961 -1.25976 1.60937  -0.857
C: 0.60079 0.59610 -0.69098  0.041
C: -0.03809 0.58171 0.48272  0.879
C: -1.33204 1.30654 0.77062  -1.458
C: 0.42040 1.58336 -1.79801  -1.135
H: -0.04886 0.00572 2.53933  0.268
H: 1.84613 -1.58195 0.72497  0.248
H: 1.71067 -1.67250 2.52568  0.253
H: 1.05655 -0.32728 -1.02400  0.145
H: -2.06752 0.58014 1.10822  0.327
H: -1.64524 1.84841 -0.11308  0.345
H: -1.24083 2.08947 1.53172  0.317
H: 1.27728 2.25074 -1.89630  0.265
H: -0.48025 2.17772 -1.68771  0.320
H: 0.45595 1.08346 -2.76600  0.296
H: -0.11062 -3.34699 -0.67010  0.314
H: -1.52213 -2.88272 -1.00299  0.307
O: -0.59772 -2.73893 -1.23594  -0.623

Computed properties:
- ΔE to the lowest compared entry with this formula, charge and spin: 45.4 kcal per mole
- LUMO level: 0.0309 hartree
- SMILES: C=C/C(C)=C/C.O
- HOMO energy: -0.29874 hartree